Below is a structure of composition C20H54AsF6HgN2O2Sb2Si3, with properties calculated with ωB97M-V/def2-TZVPD.

Results
E_HOMO (Ha): -0.419
M (g/mol): 1071.942
2S+1: 1
Total charge: +1
Energy above the lowest of the compared OMol25 structures with the same formula, charge and spin (kcal per mole): 2.19
Orbital gap (eV): 8.50
LUMO level (eV): -2.909
Total energy (hartree): -5391.85682

Cartesian coordinates (Å):
Hg  1.159  -0.108  -0.990
C  -1.475  -0.730  3.677
O  -1.972  -1.313  2.462
C  -1.107  -1.517  1.477
O  0.083  -1.267  1.498
N  -1.746  -2.139  0.443
N  -1.146  -2.132  -0.818
H  -2.236  -0.927  4.425
H  -1.346  0.339  3.538
H  -0.533  -1.189  3.964
H  -2.754  -2.167  0.497
H  -1.701  -1.566  -1.451
H  -1.107  -3.079  -1.177
F  -1.435  0.845  -0.052
As  -1.143  2.515  0.455
F  -2.766  2.900  0.063
F  -0.665  2.856  -1.206
F  -0.741  4.115  0.904
F  0.525  2.019  0.739
F  -1.553  2.080  2.071
C  1.540  -1.063  -4.722
C  0.068  -0.664  -4.724
C  -0.835  -1.882  -4.567
Sb  -0.272  0.757  -3.143
C  -2.384  1.208  -3.186
C  -2.744  1.515  -4.639
C  -3.314  0.174  -2.572
C  0.659  2.571  -3.845
C  1.957  2.800  -3.077
C  0.880  2.577  -5.353
H  1.749  -1.746  -5.550
H  1.799  -1.589  -3.797
H  2.210  -0.207  -4.821
H  -0.173  -0.142  -5.654
H  -0.628  -2.398  -3.625
H  -0.646  -2.598  -5.370
H  -1.894  -1.626  -4.598
H  -2.416  2.121  -2.594
H  -2.669  0.629  -5.274
H  -2.120  2.301  -5.067
H  -3.779  1.862  -4.684
H  -3.267  -0.788  -3.088
H  -4.341  0.535  -2.675
H  -3.129  0.040  -1.508
H  -0.065  3.339  -3.567
H  2.677  1.999  -3.270
H  1.782  2.868  -2.002
H  2.417  3.737  -3.400
H  1.575  1.795  -5.665
H  1.316  3.533  -5.650
H  -0.045  2.449  -5.916
C  5.190  1.890  -1.185
Si  5.178  0.107  -0.626
C  4.945  -1.058  -2.074
C  6.755  -0.289  0.290
Sb  3.097  -0.201  0.855
Si  3.192  -2.619  1.739
C  4.984  -3.142  1.797
C  2.228  -3.578  0.458
C  2.442  -2.697  3.440
Si  3.083  1.644  2.680
C  1.573  1.378  3.725
C  4.659  1.270  3.611
C  3.169  3.315  1.869
H  5.909  2.007  -2.001
H  5.503  2.550  -0.375
H  4.217  2.233  -1.540
H  5.728  -0.879  -2.815
H  3.982  -0.917  -2.570
H  5.016  -2.102  -1.762
H  7.601  -0.064  -0.366
H  6.823  -1.338  0.574
H  6.868  0.319  1.189
H  5.412  -3.259  0.800
H  5.046  -4.109  2.303
H  5.601  -2.437  2.357
H  2.659  -3.451  -0.538
H  1.197  -3.222  0.446
H  2.230  -4.647  0.688
H  3.050  -2.157  4.168
H  2.401  -3.743  3.757
H  1.432  -2.293  3.445
H  1.560  0.371  4.148
H  0.667  1.532  3.143
H  1.581  2.093  4.552
H  4.668  0.257  4.017
H  4.752  1.964  4.451
H  5.540  1.397  2.980
H  2.327  3.498  1.205
H  4.102  3.454  1.322
H  3.137  4.068  2.662

Mulliken atomic charge list, values in e, 4 entries: 2.331 -0.383 -0.479 0.014

***

Below is a cluster of 3 separate species, C24H46N6P2 in total, with properties calculated with ωB97M-V/def2-TZVPD.

Results
E_HOMO (Ha): -0.298
M (g/mol): 480.622
2S+1: 1
Total charge: 0
Energy above the lowest of the compared OMol25 structures with the same formula, charge and spin (kcal per mole): 255.09
Orbital gap (eV): 7.80
LUMO level (eV): -0.320
Structure (SMILES): Cc1cccc(C[C@](C#N)([PH2]=N)[C@@H](C#N)[PH2]=N)c1.CCN(CC)CC.CCN(CC)CC
Total energy (hartree): -1952.67640

Cartesian coordinates (Å):
C  -2.506  4.407  -3.561
C  -1.820  2.898  -3.522
C  -0.966  2.462  -4.880
C  -0.303  0.963  -4.918
C  -0.487  -0.062  -3.608
C  -1.319  0.328  -2.249
C  -1.555  -0.627  -0.938
C  -0.181  -0.822  -0.004
C  -0.741  -0.751  1.571
N  -1.220  -0.826  2.791
P  1.047  0.638  -0.179
N  0.339  1.910  0.600
C  0.486  -2.310  -0.172
C  0.344  -2.972  -1.665
N  0.288  -3.577  -2.806
P  2.321  -2.442  0.339
N  2.383  -2.372  1.962
C  -1.989  1.860  -2.221
H  -2.023  5.168  -2.813
H  -2.483  4.827  -4.677
H  -3.664  4.224  -3.335
H  -0.865  3.213  -5.803
H  0.308  0.631  -5.874
H  0.034  -1.104  -3.714
H  -2.077  -1.665  -1.178
H  -2.335  -0.048  -0.244
H  1.270  1.082  -1.532
H  2.316  0.443  0.478
H  0.191  2.703  -0.061
H  -0.118  -3.028  0.566
H  3.096  -1.433  -0.335
H  2.804  -3.747  -0.124
H  2.800  -3.303  2.257
H  -2.605  2.283  -1.315
C  5.540  -0.515  1.714
C  6.039  -1.392  2.859
N  7.492  -1.601  2.868
C  7.918  -2.637  3.816
C  7.691  -2.369  5.300
C  8.317  -0.393  2.861
C  8.134  0.597  4.007
H  5.834  -0.926  0.742
H  4.446  -0.465  1.739
H  5.913  0.510  1.789
H  5.546  -2.366  2.751
H  5.688  -0.967  3.806
H  8.982  -2.863  3.657
H  7.397  -3.570  3.556
H  8.419  -1.665  5.702
H  7.811  -3.304  5.864
H  6.684  -2.000  5.512
H  8.141  0.140  1.919
H  9.378  -0.675  2.808
H  7.083  0.761  4.257
H  8.556  1.568  3.725
H  8.661  0.273  4.906
C  -5.163  -1.169  -1.475
C  -5.635  0.088  -0.750
N  -6.300  1.070  -1.617
C  -6.520  2.362  -0.959
C  -7.470  2.393  0.234
C  -7.432  0.575  -2.401
C  -8.612  -0.025  -1.641
H  -4.484  -0.921  -2.298
H  -4.621  -1.815  -0.777
H  -5.998  -1.752  -1.873
H  -4.745  0.556  -0.312
H  -6.277  -0.208  0.087
H  -6.862  3.097  -1.701
H  -5.543  2.743  -0.625
H  -8.513  2.344  -0.076
H  -7.346  3.339  0.778
H  -7.272  1.591  0.949
H  -7.062  -0.180  -3.105
H  -7.806  1.378  -3.049
H  -8.296  -0.681  -0.825
H  -9.221  -0.627  -2.324
H  -9.264  0.749  -1.235

Mulliken atomic charge list, values in e, 4 entries: -0.829 0.364 -0.582 -0.441

***

Question: What is the total energy in the first record?
Answer: -5391.85682 hartree

***

Question: M of number 2 (C24H46N6P2)?
Answer: 480.622 g/mol

***

Question: Look up the energy above the lowest of the compared OMol25 structures with the same formula, charge and spin of the second one.
Answer: 255.09 kcal per mole